{
  "formula": "C8H24LiO4S4",
  "method": "wB97M-V/def2-TZVPD",
  "elements": ["S", "S", "S", "S", "O", "O", "O", "O", "C", "C", "C", "C", "C", "C", "C", "C", "Li", "H", "H", "H", "H", "H", "H", "H", "H", "H", "H", "H", "H", "H", "H", "H", "H", "H", "H", "H", "H", "H", "H", "H", "H"],
  "coordinates": [[21.79, 4.66, -30.46], [22.87, 6.58, -35.30], [24.35, 8.48, -31.00], [27.45, 4.88, -33.05], [23.10, 4.65, -31.22], [25.91, 4.75, -32.88], [23.02, 5.50, -34.25], [24.46, 7.45, -32.04], [21.07, 3.01, -30.49], [20.59, 5.44, -31.62], [21.57, 5.86, -36.39], [27.69, 4.91, -34.74], [21.86, 7.90, -34.60], [27.89, 6.48, -32.56], [25.84, 9.31, -31.06], [24.29, 7.64, -29.49], [24.13, 5.55, -32.51], [19.96, 3.13, -29.96], [21.04, 5.27, -35.78], [20.91, 7.60, -34.26], [19.55, 5.44, -31.32], [21.58, 8.65, -35.33], [20.93, 2.88, -31.44], [24.57, 8.25, -28.68], [27.79, 6.60, -31.45], [25.99, 10.04, -31.84], [21.97, 5.29, -36.86], [26.63, 8.63, -30.76], [22.68, 8.28, -33.85], [20.94, 6.44, -31.70], [21.89, 2.28, -30.00], [28.93, 6.60, -32.84], [23.33, 7.21, -29.18], [21.16, 6.46, -36.94], [28.70, 4.97, -34.97], [20.62, 4.78, -32.51], [27.39, 3.93, -35.07], [25.23, 7.02, -29.56], [27.13, 5.51, -35.28], [27.29, 7.17, -32.97], [26.08, 10.03, -30.26]],
  "nbo_charge": [1.220, 1.222, 1.316, 1.284, -1.038, -1.041, -1.026, -1.063, -0.782, -0.808, -0.678, -0.839, -0.833, -0.830, -0.917, -0.872, 0.884, 0.252, 0.224, 0.233, 0.241, 0.246, 0.199, 0.254, 0.243, 0.284, 0.186, 0.237, 0.253, 0.236, 0.272, 0.244, 0.275, 0.201, 0.241, 0.240, 0.261, 0.242, 0.233, 0.232, 0.274],
  "relative_energy_kcal_mol": 52.1,
  "fmax_ha_per_bohr": 0.3571,
  "spin_multiplicity": 1,
  "e_homo_ha": -0.4324,
  "charge": 1,
  "gap_ev": 9.9
}